[1]
{
  "formula": "C25H40Cl4N3NdO3Si",
  "method": "the ωB97M-V functional and the def2-TZVPD basis",
  "e_tot_ha": -4058.5580,
  "homo_ev": [-8.3391, -8.3388],
  "spin_multiplicity": 4,
  "relative_energy_kcal_mol": 3.6,
  "fmax_ev_per_a": 2.1,
  "elements": ["C", "C", "H", "H", "H", "C", "C", "H", "H", "H", "H", "Nd", "Cl", "Cl", "H", "H", "C", "C", "N", "H", "C", "O", "H", "H", "H", "H", "H", "H", "C", "C", "N", "H", "C", "O", "H", "H", "H", "H", "O", "C", "C", "C", "H", "C", "H", "C", "H", "C", "C", "H", "H", "H", "Si", "Cl", "C", "C", "C", "H", "H", "H", "H", "H", "H", "H", "H", "H", "Cl", "C", "C", "C", "C", "N", "C", "H", "H", "H", "H"],
  "coordinates": [[-1.843, 0.653, -3.521], [-0.824, 1.700, -3.160], [-2.633, 1.036, -4.179], [-2.331, 0.249, -2.620], [-1.311, -0.170, -4.032], [-0.970, 3.016, -3.391], [-2.147, 3.628, -4.072], [-0.172, 3.715, -3.129], [-3.080, 3.074, -3.892], [-1.980, 3.707, -5.158], [-2.279, 4.645, -3.680], [0.189, -0.594, 0.638], [1.203, -2.585, -0.882], [-2.000, -1.130, 1.865], [2.785, -3.829, 5.082], [2.688, -5.706, 3.520], [1.836, -3.420, 4.719], [1.698, -5.378, 3.179], [1.579, -3.939, 3.383], [1.875, -2.332, 4.695], [1.289, -3.118, 2.382], [1.320, -1.865, 2.468], [1.586, -5.578, 2.107], [1.005, -3.599, 1.428], [1.048, -3.737, 5.412], [0.907, -5.903, 3.732], [-2.561, 1.704, -0.712], [-1.471, 4.482, -0.708], [-2.788, 2.068, 0.303], [-1.873, 4.370, 0.310], [-1.755, 2.993, 0.759], [-2.903, 1.216, 0.979], [-0.713, 2.659, 1.530], [-0.428, 1.487, 1.858], [-1.305, 5.001, 1.003], [-0.113, 3.521, 1.881], [-3.737, 2.621, 0.249], [-2.926, 4.671, 0.317], [-0.131, 0.768, -1.136], [0.348, 1.182, -2.355], [1.405, 3.283, -1.387], [1.504, 2.164, -2.216], [0.507, 3.396, -0.775], [2.422, 4.240, -1.397], [0.725, 0.278, -2.858], [2.665, 1.896, -2.926], [2.324, 5.144, -0.796], [3.548, 4.019, -2.191], [3.678, 2.840, -2.927], [2.709, 0.968, -3.510], [4.350, 4.756, -2.227], [4.557, 2.645, -3.545], [-3.615, -3.867, 0.230], [-3.083, -2.349, -1.145], [-4.131, -3.358, 1.983], [-2.004, -4.823, 0.320], [-5.121, -4.839, -0.381], [-3.566, -2.480, 2.354], [-3.945, -4.179, 2.691], [-5.192, -3.103, 2.081], [-6.076, -4.298, -0.274], [-5.220, -5.765, 0.219], [-5.076, -5.137, -1.431], [-1.136, -4.147, 0.376], [-1.842, -5.442, -0.564], [-1.956, -5.523, 1.165], [6.311, -0.715, 0.761], [4.941, 0.302, 0.920], [5.082, 1.672, 1.165], [3.941, 2.445, 1.330], [2.707, 1.798, 1.255], [2.558, 0.501, 0.973], [3.660, -0.261, 0.805], [6.073, 2.103, 1.230], [3.954, 3.522, 1.508], [1.777, 2.350, 1.428], [3.482, -1.318, 0.582]],
  "lowdin_charge": [-0.04, -0.23, 0.07, 0.05, 0.10, -0.12, -0.11, 0.10, 0.07, 0.08, 0.07, 1.31, -0.20, -0.01, 0.09, 0.09, -0.02, -0.03, -0.17, 0.09, -0.34, -0.20, 0.10, 0.05, 0.10, 0.10, 0.08, 0.08, -0.02, -0.04, -0.16, 0.04, -0.30, -0.20, 0.09, 0.15, 0.09, 0.09, -0.41, -0.42, -0.07, -0.18, 0.09, -0.09, 0.13, -0.02, 0.10, -0.10, -0.08, 0.12, 0.10, 0.10, 0.16, 0.27, -0.26, -0.23, -0.22, -0.12, 0.03, 0.02, 0.03, 0.04, 0.02, -0.02, 0.03, 0.03, 0.70, -0.65, -0.07, -0.04, -0.13, -0.03, -0.14, 0.11, 0.12, 0.09, 0.09]
}


[2]
{
  "formula": "C4H8O",
  "method": "the ωB97M-V functional and the def2-TZVPD basis",
  "e_tot_ha": -232.4123,
  "homo_ev": -9.8628,
  "spin_multiplicity": 1,
  "relative_energy_kcal_mol": 20.9,
  "smiles": "C=C[C@H](C)O",
  "fmax_ev_per_a": 1.3,
  "elements": ["C", "C", "C", "C", "O", "H", "H", "H", "H", "H", "H", "H", "H"],
  "coordinates": [[1.937, 0.060, -0.301], [0.900, -0.467, 0.334], [-0.469, 0.215, 0.446], [-1.531, -0.530, -0.357], [-0.400, 1.538, -0.087], [2.902, -0.482, -0.374], [1.850, 0.997, -0.851], [0.951, -1.458, 0.793], [-0.818, 0.263, 1.511], [-1.797, -1.515, 0.141], [-2.464, 0.046, -0.362], [-1.254, -0.698, -1.420], [0.195, 2.031, 0.528]],
  "lowdin_charge": [0.00, -0.14, -0.46, -0.07, -0.08, 0.07, 0.06, 0.10, 0.15, 0.10, 0.07, 0.09, 0.11]
}